DFT (ωB97M-V with the def2-TZVPD basis set) results for a structure of composition C15H11N3NaOSi at a distorted geometry.

XYZ file:
```
32
Properties=species:S:1:pos:R:3
Na -1.261 -0.664 -2.617
C -1.887 1.808 3.195
C -1.579 2.814 2.279
C -1.111 2.466 0.996
C -0.878 1.071 0.652
C -1.295 0.050 1.544
C -1.692 0.460 2.825
Si 0.295 0.617 -0.663
C 2.024 0.454 -0.007
C 2.795 1.599 0.236
C 3.710 1.538 1.351
C 4.029 0.288 1.867
C 3.341 -0.874 1.538
C 2.453 -0.796 0.472
H -2.261 1.982 4.219
H -1.702 3.848 2.477
H -0.972 3.273 0.292
H -1.515 -1.009 1.318
H -1.922 -0.296 3.609
H 0.189 -1.043 -1.109
H 2.658 2.520 -0.317
H 4.049 2.415 1.844
H 4.910 0.283 2.519
H 3.461 -1.748 2.139
H 1.973 -1.687 0.136
O -0.543 -2.350 -3.670
N -1.187 -2.819 -4.673
C -2.553 -2.777 -4.536
C -3.271 -3.247 -5.697
N -3.813 -3.393 -6.714
C -3.079 -2.422 -3.324
N -3.369 -2.361 -2.182
```

Computed properties:
- E_HOMO: -3.016 eV
- Maximum force: 4.5 eV/Å
- Energy above the lowest of the compared OMol25 structures with the same formula, charge and spin: 0.542 eV
- Net charge: -1
- Calculated total energy: -1269.40487 a.u.

***

DFT (ωB97M-V with the def2-TZVPD basis set) results for an isolated molecule of C15H11NO8S at a distorted geometry.

XYZ file:
```
36
Properties=species:S:1:pos:R:3
O 0.264 0.721 6.526
C 0.123 -0.451 6.108
O -0.546 -1.396 6.736
C 0.667 -0.777 4.764
C 0.318 -1.944 4.100
C 0.799 -2.211 2.807
C 1.652 -1.327 2.159
S 2.172 -1.643 0.399
O 3.106 -0.570 -0.041
O 2.727 -3.000 0.289
O 0.724 -1.670 -0.450
C 0.445 -0.467 -1.010
C -0.148 0.551 -0.273
C -0.439 1.786 -0.894
C -0.128 2.040 -2.218
C -0.580 3.335 -2.746
C -0.462 3.755 -4.064
N -0.895 5.018 -4.478
O -1.341 5.789 -3.631
O -0.799 5.277 -5.679
C 0.463 0.988 -2.977
C 0.713 -0.245 -2.371
C 2.055 -0.170 2.816
O 2.818 0.767 2.192
C 1.560 0.094 4.102
H -0.817 -1.017 7.591
H -0.357 -2.715 4.546
H 0.520 -3.122 2.277
H -0.397 0.347 0.732
H -0.928 2.560 -0.298
H -1.035 4.046 -2.046
H -0.019 3.075 -4.809
H 0.714 1.159 -4.042
H 1.217 -1.052 -2.887
H 3.038 0.497 1.249
H 1.850 1.023 4.571
```

Computed properties:
- E_HOMO: -9.640 eV
- Maximum force: 4.5 eV/Å
- Energy above the lowest of the compared OMol25 structures with the same formula, charge and spin: 0.000 eV
- Calculated total energy: -1632.93769 a.u.